C15H35O17P2V as an isolated structure in a non-equilibrium geometry. Source: OMol25; level of theory: ωB97M-V with the def2-TZVPD basis set.

Computed properties:
HOMO energy: -7.376 eV
E_LUMO: -4.7 eV
DFT total energy: -95191.728 eV
relative energy (zero: lowest compared OMol25 entry of this formula, charge and spin): 210.0 kcal/mol
HOMO-LUMO gap: 2.67 eV
molecular weight: 600.3 u

The geometry in ORCA input format:
```
! RIJCOSX wB97M-V def2-TZVPD def2/J DEFGRID3
* xyz 0 1
O -0.2333 -3.7542 5.8805
V -0.1088 -2.2629 5.3344
O 0.6233 -1.2720 6.3118
O -0.8050 -0.1420 -1.3602
C -0.8070 -0.4304 -0.0647
O -0.7431 0.4256 0.8342
O -0.7443 -1.5662 0.3630
H -0.7495 0.8154 -1.3162
C 8.2504 -0.7632 1.5974
O 7.0338 -1.2323 2.0964
P 6.6864 -2.7550 2.2062
O 5.2846 -3.0281 2.7684
O 6.8446 -3.3984 0.7212
C 6.4163 -2.6531 -0.4175
O 7.9318 -3.3501 2.9978
C 7.8610 -4.7036 3.5131
H 8.8602 -0.2813 2.3616
H 8.0253 0.1125 0.9887
H 8.7915 -1.5779 1.1161
H 5.3338 -2.6731 -0.5434
H 6.7727 -3.0095 -1.3839
H 6.5849 -1.5821 -0.3055
H 8.1953 -4.9009 4.5316
H 8.4673 -5.4220 2.9613
H 6.8339 -5.0562 3.6071
C -3.1130 6.0338 -3.8850
O -2.0177 6.9988 -3.9105
P -0.7733 6.8283 -4.9441
O -1.1382 6.5881 -6.3542
O 0.0731 5.6583 -4.2970
C 1.4224 5.3633 -4.5998
O 0.0253 8.1815 -4.7460
C -0.3337 9.3029 -5.4699
H -2.7207 5.3806 -3.1056
H -3.1423 5.4409 -4.7992
H -4.0641 6.4296 -3.5289
H 1.5832 4.5682 -5.3279
H 1.9256 4.8858 -3.7590
H 1.9044 6.2648 -4.9780
H -0.0561 10.1625 -4.8599
H -1.3679 9.4709 -5.7703
H 0.2644 9.3875 -6.3772
O -9.5735 8.5550 3.4950
C -9.3556 7.7637 2.5413
O -8.1579 7.0117 2.2554
C -6.9714 7.2638 3.1298
C -6.2495 6.0004 3.5628
C -10.4693 7.6140 1.5038
H -7.1512 7.7584 4.0843
H -6.3902 7.9760 2.5441
H -5.6387 5.6011 2.7531
H -6.8333 5.2735 4.1275
H -5.4317 6.2030 4.2543
H -10.2407 6.9292 0.6871
H -10.6793 8.5782 1.0410
H -11.2277 7.1510 2.1351
O -0.1575 -13.1206 -0.5841
C 0.5964 -12.2513 -0.9867
O 0.5147 -11.0201 -0.6771
C -0.4466 -10.4699 0.2524
C -0.3262 -11.0253 1.6797
C 1.7092 -12.6175 -1.9271
H -1.4809 -10.5704 -0.0766
H -0.3457 -9.3862 0.3115
H -0.6176 -12.0756 1.6741
H -0.9126 -10.4267 2.3768
H 0.6796 -10.9267 2.0880
H 1.5411 -12.4712 -2.9941
H 1.9280 -13.6749 -1.7784
H 2.6107 -12.1274 -1.5596
*
```


C15H36AgBr4F3O8S as an isolated structure in a non-equilibrium geometry. Source: OMol25; level of theory: ωB97M-V with the def2-TZVPD basis set.

Computed properties:
HOMO energy: -6.438 eV
E_LUMO: -1.3 eV
DFT total energy: -335670.789 eV
HOMO-LUMO gap: 5.09 eV
molecular weight: 861.0 u

The geometry in ORCA input format:
```
! RIJCOSX wB97M-V def2-TZVPD def2/J DEFGRID3
* xyz 0 1
Ag 2.4742 0.2710 0.2907
O 1.0042 2.6759 -2.3218
H 1.4250 3.3615 -1.6937
H 0.1224 2.4352 -1.9148
H 1.4844 1.7864 -2.2627
O -0.9470 3.6076 3.2922
H -1.2960 3.2067 4.1030
H -0.0287 3.8945 3.4463
H -0.9641 3.0123 2.4599
C 1.0134 5.9241 -1.8778
C 1.3519 5.3856 -0.4516
C 0.0601 5.0449 0.3249
O 2.1942 4.2683 -0.5169
H 0.0971 5.5919 -2.3755
H 1.8094 5.6732 -2.5784
H 0.9164 7.0095 -1.7863
H 1.8215 6.2272 0.0749
H -0.4794 4.2759 -0.2268
H -0.5122 5.9495 0.5603
H 0.2605 4.6685 1.3356
C 2.1432 -1.7166 -1.9385
C 1.8953 -0.4516 -2.7662
C 0.4065 -0.4673 -3.1199
O 2.2379 0.7515 -2.1513
H 3.1328 -1.7181 -1.4662
H 2.1034 -2.6305 -2.5340
H 1.4337 -1.7498 -1.1027
H 2.5214 -0.7099 -3.6329
H 0.1985 -1.0944 -3.9953
H 0.0900 0.4776 -3.5689
H -0.2266 -0.7926 -2.2958
C -2.6122 0.1687 0.5502
F -2.7952 -0.4831 1.7219
F -2.7654 -0.7628 -0.3761
F -3.6473 1.0233 0.5262
S -0.9313 1.0830 0.2989
O 0.1575 0.1214 0.3005
O -0.9191 1.8189 -0.9378
O -0.9504 1.9388 1.4874
C 3.8390 -3.0518 2.2392
C 2.8119 -2.6286 3.3077
C 2.4061 -1.1971 2.8198
O 3.4821 -0.7389 1.9947
C 4.5200 -1.7250 1.8610
H 3.3969 -3.4543 1.3252
H 4.5127 -3.8555 2.5364
H 3.1648 -2.6396 4.3357
H 1.9571 -3.2891 3.1648
H 2.3130 -0.5799 3.7123
H 1.4997 -1.3208 2.2289
H 5.2828 -1.5307 2.6150
H 4.8157 -1.7549 0.8160
Br -3.3138 -3.7439 4.9476
C -3.4372 -3.1522 3.0889
C -4.1014 -4.1890 2.2019
Br -4.8582 -3.2903 0.6526
H -2.4373 -2.8415 2.7994
H -4.0259 -2.2408 3.1568
H -4.9504 -4.6583 2.6891
H -3.3519 -4.9234 1.9172
Br -3.1171 -0.6283 -4.2973
C -3.9212 -2.2915 -3.6320
C -2.8143 -3.2389 -3.2168
Br -3.5331 -5.0109 -2.7701
H -4.5952 -2.6259 -4.4133
H -4.4521 -2.1602 -2.6895
H -2.3258 -2.9065 -2.3044
H -2.0468 -3.4085 -3.9679
*
```


A 5-piece molecular cluster, C15H36BN4O7P overall in a non-equilibrium geometry. Source: OMol25; level of theory: ωB97M-V with the def2-TZVPD basis set.

Computed properties:
HOMO energy: -8.479 eV
E_LUMO: -0.5 eV
DFT total energy: -46395.178 eV
structure (SMILES): O=[PH2]BCCC(=O)O.CN(C)C=O.CN(C)C=O.CN(C)C=O.CN(C)C=O
HOMO-LUMO gap: 7.99 eV
molecular weight: 426.3 u

The geometry in ORCA input format:
```
! RIJCOSX wB97M-V def2-TZVPD def2/J DEFGRID3
* xyz 0 1
O 1.6146 1.0174 -3.8744
P 1.4486 1.8238 -5.1774
B -0.1153 1.3555 -6.2019
C -1.0593 0.0682 -5.9495
C -2.2124 0.3821 -4.8631
C -2.6965 1.8894 -4.8479
O -2.6929 2.4911 -3.7416
O -3.1759 2.5988 -5.9617
H 2.5648 1.7478 -6.0719
H 1.2793 3.2230 -4.8303
H -0.4181 2.1152 -7.0755
H -0.4385 -0.8521 -5.6571
H -1.6116 -0.2053 -6.9174
H -1.7422 0.1721 -3.8415
H -3.0967 -0.3319 -4.9708
H -3.2907 3.5357 -5.6772
C -0.7950 -0.7547 1.3874
N -1.0414 -0.4139 -0.0016
C -2.0630 0.5661 -0.3173
C -0.3442 -0.9848 -1.0193
O -0.5025 -0.7424 -2.2011
H -1.7144 -1.1545 1.8238
H -0.4966 0.1482 1.9272
H -0.0108 -1.4944 1.4714
H -2.8174 0.1052 -0.9600
H -1.6072 1.3998 -0.8573
H -2.5335 0.9335 0.5948
H 0.4063 -1.7134 -0.6734
C -2.2836 6.9075 -3.3134
N -2.5295 7.2459 -4.6973
C -3.5575 8.2179 -5.0168
C -1.8220 6.6743 -5.7080
O -1.9744 6.9048 -6.8919
H -3.2000 6.5003 -2.8794
H -1.9902 7.8083 -2.7682
H -1.4886 6.1656 -3.2317
H -4.3062 7.7504 -5.6606
H -3.1060 9.0538 -5.5563
H -4.0333 8.5831 -4.1067
H -1.0681 5.9528 -5.3519
C 1.3710 -2.9486 6.4986
N 0.6557 -2.4900 5.3239
C -0.6643 -1.9109 5.4857
C 1.1824 -2.5855 4.0754
O 0.6337 -2.2196 3.0504
H 0.7821 -3.7232 6.9945
H 1.5140 -2.1059 7.1800
H 2.3434 -3.3585 6.2285
H -1.3865 -2.4979 4.9135
H -0.6582 -0.8894 5.0977
H -0.9505 -1.9018 6.5372
H 2.1866 -3.0390 4.0640
C 5.1405 -7.0016 5.2324
N 4.3257 -6.3117 6.2123
C 4.8481 -5.1137 6.8412
C 3.0852 -6.7538 6.5614
O 2.3515 -6.2237 7.3739
H 6.0764 -7.3143 5.7022
H 5.3580 -6.3209 4.4054
H 4.6244 -7.8806 4.8449
H 4.8917 -5.2654 7.9222
H 4.1781 -4.2772 6.6332
H 5.8447 -4.8875 6.4624
H 2.7878 -7.6698 6.0259
*
```


C15H36BNO7SSi as an isolated structure in a non-equilibrium geometry. Source: OMol25; level of theory: ωB97M-V with the def2-TZVPD basis set.

Computed properties:
HOMO energy: -9.421 eV
E_LUMO: -0.1 eV
DFT total energy: -51349.870 eV
HOMO-LUMO gap: 9.30 eV
molecular weight: 413.4 u

The geometry in ORCA input format:
```
! RIJCOSX wB97M-V def2-TZVPD def2/J DEFGRID3
* xyz 0 1
C 4.3967 -0.2930 -0.4477
C 4.2000 1.3139 -0.6193
O 2.7583 1.4961 -0.7891
C 2.4240 2.8904 -0.9579
C 2.0446 3.1095 -2.5400
O 2.6826 2.0604 -3.3079
C 1.7337 1.2880 -4.0789
C 1.0638 0.0674 -3.2867
O -0.3154 0.4255 -2.9648
C -1.0169 -0.6983 -2.3714
Si -0.8988 -0.6987 -0.4371
C -2.3924 0.2180 0.3880
B -2.2574 1.7788 -0.1035
O -1.5041 2.6756 0.7690
O -2.8291 2.1955 -1.3646
N -0.6211 -2.3557 0.2423
C 0.5321 -2.7234 -0.2342
S 1.8170 -3.1950 -1.2025
H 5.4037 -0.5583 0.0198
H 3.4987 -0.6241 0.2044
H 4.2243 -0.8170 -1.4646
H 4.5411 1.8948 0.3024
H 4.7766 1.6368 -1.5681
H 3.2216 3.6198 -0.5906
H 1.4244 3.0507 -0.3939
H 2.4004 4.1479 -2.9008
H 0.9107 2.9681 -2.6435
H 0.9469 1.9804 -4.5541
H 2.3343 0.8351 -4.9591
H 1.0407 -0.8324 -4.0192
H 1.6402 -0.2600 -2.3535
H -0.5452 -1.6759 -2.7592
H -2.1333 -0.7478 -2.6426
H 0.2917 0.1078 -0.0694
H -3.4045 -0.2507 0.1411
H -2.2859 0.1682 1.5393
H -0.9940 3.2380 0.1387
H -2.0521 2.4853 -1.9050
C 0.3187 2.7932 5.5014
C 0.8922 1.8725 4.4356
C 1.8268 2.6235 3.4998
O -0.1723 1.2991 3.6815
H -0.2657 3.5999 5.0471
H -0.3597 2.2432 6.1592
H 1.1120 3.2367 6.1089
H 1.4325 1.0500 4.9126
H 1.2943 3.4243 2.9763
H 2.2224 1.9523 2.7322
H 2.6654 3.0621 4.0473
H -0.6602 2.0170 3.2533
C -4.5813 -3.8534 0.5148
C -4.1664 -4.9991 -0.3951
C -3.5842 -6.1558 0.4019
O -3.1976 -4.5335 -1.3316
H -3.7199 -3.4600 1.0647
H -4.9872 -3.0247 -0.0722
H -5.3378 -4.1751 1.2354
H -5.0314 -5.3457 -0.9674
H -2.6886 -5.8420 0.9479
H -3.2799 -6.9669 -0.2652
H -4.3108 -6.5467 1.1190
H -2.4271 -4.2240 -0.8343
*
```